Here is 7 unconnected molecules or ions with the total composition C8H32N2O7 in a non-equilibrium geometry from the OMol25 dataset. Energies are from the ωB97M-V functional and the def2-TZVPD basis.

Its strongest force on any atom is 0.02225 hartree/bohr. Its HOMO energy is -9.28 eV. Its charge is 0. As for the SMILES: COC[C@H](C)N.COC[C@H](C)N.O.O.O.O.O.

Element x y z (Å)
C: 14.484 -21.208 18.765
O: 14.654 -20.861 17.408
C: 13.472 -20.430 16.781
C: 13.794 -20.076 15.350
C: 14.900 -19.017 15.300
N: 12.551 -19.641 14.711
H: 13.472 -20.985 19.116
H: 15.170 -20.603 19.366
H: 14.682 -22.267 18.934
H: 12.717 -21.225 16.822
H: 13.045 -19.552 17.303
H: 14.124 -21.022 14.909
H: 14.711 -18.328 16.134
H: 14.780 -18.407 14.402
H: 15.909 -19.410 15.361
H: 12.632 -19.550 13.709
H: 12.203 -18.767 15.127
C: 9.007 -17.961 19.634
O: 9.025 -17.405 18.338
C: 10.220 -17.681 17.662
C: 10.140 -17.075 16.292
C: 9.208 -17.797 15.329
N: 11.492 -17.000 15.683
H: 9.015 -19.056 19.599
H: 8.098 -17.618 20.121
H: 9.868 -17.603 20.213
H: 11.091 -17.278 18.210
H: 10.376 -18.775 17.627
H: 9.752 -16.053 16.403
H: 9.435 -18.858 15.259
H: 9.199 -17.262 14.381
H: 8.195 -17.689 15.731
H: 12.129 -16.489 16.288
H: 11.407 -16.429 14.847
O: 10.876 -23.651 13.879
H: 10.859 -23.542 12.923
H: 10.153 -24.255 14.080
O: 10.137 -22.547 18.157
H: 10.434 -21.864 18.764
H: 10.113 -22.114 17.285
O: 7.346 -21.784 14.796
H: 8.181 -21.384 15.073
H: 6.681 -21.108 14.950
O: 10.352 -21.398 15.587
H: 10.982 -20.669 15.449
H: 10.677 -22.112 15.022
O: 13.323 -24.095 15.307
H: 12.446 -23.910 14.943
H: 13.174 -24.287 16.236

Atoms 1-6, force components in eV/Å:
C 0.0 0.4 0.2
O 0.1 0.0 0.1
C -0.4 -0.2 0.3
C 0.1 -0.1 -0.2
C -0.6 0.4 0.1
N -0.4 -0.3 0.6

---

Here is a molecular structure, C36H34BGeIrN8S in a non-equilibrium geometry from the OMol25 dataset. Energies are from the ωB97M-V functional and the def2-TZVPD basis.

Its strongest force on any atom is 0.03889 hartree/bohr. The multiplicity is 2. Its expectation value of S² is 0.890. Its HOMO energy (spin up / spin down) is -10.47 / -10.50 eV. Its charge is +1.

Element x y z (Å)
Ir: -0.082 0.106 -0.178
S: -0.430 0.256 2.084
C: -1.835 -0.710 2.133
N: -2.663 -0.849 3.177
N: -2.355 -0.262 4.263
C: -3.233 -0.224 5.382
C: -4.471 -0.845 5.336
C: -5.294 -0.750 6.445
C: -4.884 -0.047 7.573
C: -3.638 0.562 7.600
C: -2.800 0.473 6.500
N: -2.237 -1.401 1.050
N: -1.519 -1.250 0.002
C: -1.987 -2.085 -1.104
C: -3.326 -2.443 -1.187
C: -3.754 -3.199 -2.266
C: -2.853 -3.603 -3.244
C: -1.510 -3.287 -3.119
C: -1.071 -2.534 -2.040
H: -1.472 0.246 4.339
H: -4.775 -1.387 4.452
H: -6.265 -1.227 6.427
H: -5.539 0.026 8.430
H: -3.316 1.109 8.475
H: -1.824 0.945 6.509
H: -4.019 -2.116 -0.426
H: -4.797 -3.474 -2.341
H: -3.200 -4.173 -4.096
H: -0.796 -3.627 -3.857
H: -0.015 -2.335 -1.913
B: 2.567 0.101 -2.648
N: 1.056 0.253 -3.025
C: 0.652 0.314 -4.292
C: -0.735 0.302 -4.337
C: -1.115 0.232 -3.015
N: -0.030 0.192 -2.223
N: 2.815 0.290 -1.107
C: 4.029 0.467 -0.618
C: 3.988 0.429 0.777
C: 2.668 0.220 1.071
N: 1.939 0.125 -0.078
H: 3.181 0.969 -3.212
H: 2.944 -1.001 -2.970
H: 1.381 0.374 -5.084
H: -1.369 0.359 -5.205
H: -2.101 0.198 -2.586
H: 4.863 0.591 -1.290
H: 4.810 0.529 1.464
H: 2.190 0.112 2.029
C: -3.201 1.870 0.728
Ge: -1.433 2.237 0.007
C: -1.587 2.922 -1.798
C: -2.815 2.959 -2.456
C: -2.903 3.441 -3.757
C: -1.759 3.878 -4.411
C: -0.530 3.847 -3.763
C: -0.446 3.372 -2.463
C: -0.401 3.548 1.016
C: 0.818 3.250 1.567
C: 1.569 4.208 2.288
C: 1.084 5.470 2.437
C: -0.159 5.841 1.866
C: -0.654 7.163 2.005
C: -1.837 7.530 1.440
C: -2.586 6.586 0.702
C: -2.137 5.306 0.560
C: -0.909 4.884 1.140
H: -3.812 2.767 0.624
H: -3.138 1.618 1.785
H: -3.691 1.051 0.199
H: -3.717 2.620 -1.956
H: -3.861 3.474 -4.260
H: -1.826 4.250 -5.425
H: 0.361 4.191 -4.273
H: 0.517 3.362 -1.961
H: 1.247 2.264 1.449
H: 2.524 3.931 2.714
H: 1.648 6.217 2.984
H: -0.069 7.878 2.571
H: -2.203 8.543 1.546
H: -3.521 6.884 0.244
H: -2.722 4.611 -0.029

Atoms 1-6, force components in eV/Å:
Ir 0.6 -1.3 0.3
S 0.3 0.1 0.3
C -0.4 -0.3 -0.2
N 0.0 -0.1 -0.2
N -0.2 0.1 0.4
C 0.3 -0.1 -0.3